{
  "formula": "C51H60BN5O14S",
  "method": "wB97M-V/def2-TZVPD",
  "max_force_ev_per_a": 1.29,
  "lumo_energy_ev": -0.90,
  "charge": 0,
  "homo_ev": -8.60,
  "multiplicity": 1,
  "gap_ev": 7.7,
  "total_energy_ha": -3729.2710,
  "symbols": ["C", "C", "C", "C", "C", "C", "C", "C", "O", "C", "N", "C", "C", "C", "C", "C", "C", "C", "C", "C", "C", "B", "O", "O", "C", "C", "C", "C", "C", "C", "C", "C", "O", "S", "O", "O", "H", "H", "H", "H", "H", "H", "H", "H", "H", "H", "H", "H", "H", "H", "H", "H", "H", "H", "H", "H", "H", "H", "H", "H", "H", "H", "H", "H", "H", "H", "H", "H", "H", "H", "H", "H", "H", "H", "H", "H", "C", "C", "C", "C", "C", "C", "N", "O", "O", "H", "H", "H", "H", "H", "C", "C", "C", "C", "C", "C", "N", "O", "O", "H", "H", "H", "H", "H", "C", "C", "C", "C", "C", "C", "N", "O", "O", "H", "H", "H", "H", "H", "C", "C", "C", "C", "C", "C", "N", "O", "O", "H", "H", "H", "H", "H"],
  "xyz": [[-0.61864, 7.29115, -4.25673], [-0.04225, 5.99957, -3.65890], [0.26867, 6.16524, -2.16122], [0.00710, 4.92370, -1.28296], [-1.14089, 5.08333, -0.26024], [-2.45268, 4.31119, -0.57848], [-2.78023, 4.56665, -2.06146], [-4.21512, 4.44227, -2.58191], [-4.42114, 3.26526, -3.35437], [-2.39427, 2.78164, -0.13088], [-2.73379, 1.96552, -1.29536], [-0.95469, 2.37646, 0.34384], [-0.85637, 0.93996, 0.80417], [-1.12573, 0.65242, 2.15309], [-1.10411, -0.63934, 2.66097], [-0.79531, -1.69931, 1.81847], [-0.48493, -1.43148, 0.49039], [-0.50387, -0.13166, -0.02833], [-0.12489, 0.02554, -1.48548], [-3.37999, 2.43117, 0.98869], [-4.82721, 2.89660, 0.81510], [-5.54935, 2.57025, 2.22292], [-6.02881, 1.30145, 2.45785], [-5.59511, 3.56754, 3.14640], [-5.43908, 3.19765, 4.51823], [-4.07672, 2.60801, 4.80861], [-5.63355, 2.18632, -0.25776], [-5.43457, 0.85626, -0.61914], [-6.20321, 0.25440, -1.60942], [-7.20858, 0.96797, -2.26690], [-7.45011, 2.28114, -1.87794], [-6.67907, 2.88064, -0.88575], [-4.95407, 4.33740, 0.61388], [-3.62610, 5.18792, 0.49242], [-3.04024, 5.31037, 1.79726], [-3.98272, 6.41559, -0.15676], [-0.23251, 8.15245, -3.71474], [-0.34094, 7.43117, -5.29732], [-1.69971, 7.33483, -4.14953], [0.87412, 5.79104, -4.20595], [-0.72008, 5.17418, -3.85221], [-0.24525, 7.03313, -1.75734], [1.32983, 6.39601, -2.09414], [0.90673, 4.78915, -0.68409], [-0.07178, 4.02894, -1.89353], [-0.82153, 4.90158, 0.75525], [-1.43264, 6.13158, -0.29245], [-2.15656, 3.96398, -2.70957], [-2.48363, 5.59774, -2.23767], [-4.96896, 4.52979, -1.80874], [-4.38245, 5.27622, -3.26427], [-5.13993, 2.76065, -2.96346], [-1.98117, 1.97834, -1.96970], [-2.85476, 1.00122, -1.01759], [-0.61607, 2.99081, 1.17292], [-0.29934, 2.48898, -0.50945], [-1.38316, 1.47776, 2.80347], [-1.34358, -0.80076, 3.70021], [-0.79453, -2.70990, 2.19467], [-0.24208, -2.26907, -0.14096], [-0.93546, -0.24378, -2.15704], [0.68326, -0.67138, -1.69798], [0.26583, 1.01359, -1.70162], [-3.41511, 1.36318, 1.17438], [-2.99613, 2.86682, 1.90945], [-6.94066, 1.31801, 2.76264], [-6.23345, 2.53888, 4.86508], [-5.53314, 4.11484, 5.09277], [-3.93079, 2.62959, 5.88675], [-3.99431, 1.56973, 4.49332], [-3.28933, 3.20708, 4.36074], [-4.66748, 0.26170, -0.14866], [-6.00579, -0.76845, -1.89030], [-7.79094, 0.52036, -3.05702], [-8.23186, 2.84375, -2.36687], [-6.87895, 3.90281, -0.60502], [3.83940, -6.74043, 0.15351], [3.54431, -6.37027, -1.15150], [2.33695, -5.75798, -1.44178], [1.44397, -5.52301, -0.41146], [1.71719, -5.88809, 0.89319], [2.92709, -6.50251, 1.17280], [0.17080, -4.85284, -0.71049], [-0.05503, -4.55062, -1.86464], [-0.58164, -4.62461, 0.21746], [4.78697, -7.21181, 0.37759], [4.25924, -6.55297, -1.94069], [2.09998, -5.46553, -2.45358], [1.00371, -5.69654, 1.68045], [3.15987, -6.79186, 2.18851], [-6.30945, 2.96357, -7.50508], [-7.55669, 3.04141, -8.11282], [-8.58884, 2.21858, -7.69199], [-8.34976, 1.32837, -6.66147], [-7.11375, 1.22996, -6.05214], [-6.08644, 2.05678, -6.47750], [-9.44542, 0.46777, -6.18867], [-10.51650, 0.55526, -6.75186], [-9.21444, -0.27723, -5.25585], [-5.50899, 3.61409, -7.83173], [-7.72721, 3.74804, -8.91325], [-9.56135, 2.27506, -8.15743], [-6.94416, 0.52625, -5.25181], [-5.11681, 1.99823, -6.00228], [8.59516, -5.47756, 4.00898], [8.75229, -6.31634, 2.91276], [8.05134, -6.07064, 1.74498], [7.20107, -4.97985, 1.69395], [7.02614, -4.13732, 2.77525], [7.73045, -4.39411, 3.94089], [6.46710, -4.70329, 0.45135], [6.61373, -5.47472, -0.47776], [5.74641, -3.72783, 0.42450], [9.14611, -5.66750, 4.91832], [9.42739, -7.15905, 2.96432], [8.17087, -6.71682, 0.88831], [6.35419, -3.29438, 2.71387], [7.60666, -3.74386, 4.79587], [14.31189, -6.87294, 7.60992], [14.47005, -7.71632, 6.51804], [13.77573, -7.47152, 5.34453], [12.93276, -6.37718, 5.28631], [12.75775, -5.52839, 6.36383], [13.45472, -5.78303, 7.53365], [12.20725, -6.10196, 4.03658], [12.35966, -6.87495, 3.11199], [11.49059, -5.12135, 4.00278], [14.85956, -7.06490, 8.52298], [15.13705, -8.56483, 6.57953], [13.89315, -8.12257, 4.49133], [12.09242, -4.68070, 6.29554], [13.33143, -5.12851, 8.38519]],
  "forces_ev_per_a": [[0.09, 0.02, 0.26], [-0.05, 0.72, -0.21], [0.15, -0.63, -0.35], [0.37, 0.42, 0.60], [-0.42, 0.31, -0.66], [0.31, -0.74, 0.56], [-0.57, 0.32, 0.25], [-0.07, -0.11, -0.51], [-0.03, 0.03, -0.17], [0.50, -0.66, -0.46], [-0.23, 0.12, 0.08], [-0.39, -0.45, 0.18], [-0.08, -0.44, 0.43], [0.05, -0.11, -0.27], [-0.03, 0.32, -0.25], [0.02, 0.42, -0.20], [-0.19, 0.10, 0.58], [-0.08, -0.10, -0.17], [0.39, -0.29, 0.43], [-0.17, 0.66, -0.01], [-0.67, -0.80, 0.64], [0.03, 0.42, 0.01], [0.01, 0.07, -0.38], [0.26, -0.45, -0.07], [-0.04, 0.50, 0.38], [-0.10, -0.15, 0.22], [-0.34, 0.43, -0.71], [-0.21, -0.05, -0.11], [-0.22, 0.38, -0.11], [0.38, 0.13, 0.44], [0.17, -0.16, -0.01], [0.15, -0.35, 0.06], [0.58, -0.10, -0.61], [0.22, 1.24, 0.28], [0.04, -0.48, 0.08], [-0.36, -0.28, -0.18], [0.14, 0.12, 0.01], [-0.17, -0.10, -0.18], [-0.16, -0.03, -0.10], [0.16, -0.28, 0.08], [-0.07, -0.14, 0.05], [-0.23, 0.05, 0.06], [0.11, 0.17, 0.08], [0.09, -0.25, 0.05], [-0.14, -0.08, -0.15], [0.06, -0.10, 0.07], [0.09, 0.19, 0.12], [0.14, -0.22, 0.03], [0.06, 0.16, 0.01], [0.04, 0.00, 0.17], [0.02, 0.18, 0.02], [0.06, -0.13, 0.16], [-0.02, 0.06, -0.15], [0.06, -0.08, 0.04], [0.08, 0.20, -0.04], [0.24, 0.37, 0.03], [0.04, 0.03, 0.14], [0.01, -0.08, 0.14], [0.04, -0.15, -0.06], [0.07, 0.01, -0.28], [-0.18, 0.21, -0.11], [0.08, -0.09, -0.08], [-0.16, 0.16, -0.21], [0.13, -0.22, -0.20], [-0.03, 0.09, 0.12], [0.07, -0.19, 0.36], [-0.13, -0.19, -0.16], [-0.12, 0.20, -0.09], [0.09, -0.06, 0.13], [0.04, -0.05, -0.20], [0.06, 0.10, -0.14], [0.06, -0.05, 0.13], [0.04, -0.14, 0.02], [-0.09, -0.13, -0.03], [-0.07, 0.10, 0.01], [-0.01, 0.11, 0.00], [-0.05, -0.02, 0.05], [-0.02, -0.03, 0.08], [0.08, -0.01, -0.16], [0.14, -0.08, 0.02], [-0.01, -0.01, 0.21], [0.06, 0.00, -0.10], [-0.04, 0.01, 0.01], [0.00, 0.02, -0.03], [-0.01, -0.09, 0.02], [0.00, -0.02, -0.02], [0.02, 0.03, 0.00], [-0.10, 0.05, 0.04], [-0.07, 0.05, -0.07], [-0.01, 0.00, 0.01], [-0.03, -0.02, 0.00], [0.09, -0.03, 0.07], [-0.09, 0.12, -0.14], [0.10, 0.08, -0.04], [0.23, -0.04, 0.15], [-0.02, 0.06, -0.10], [-0.02, -0.02, 0.02], [-0.02, -0.01, -0.02], [0.00, -0.01, 0.03], [0.00, 0.00, 0.00], [-0.02, 0.00, -0.01], [-0.04, -0.08, 0.07], [-0.11, -0.04, -0.01], [-0.02, 0.02, 0.05], [-0.18, -0.03, -0.05], [-0.06, 0.05, 0.11], [0.08, -0.15, -0.05], [0.10, -0.03, 0.11], [-0.06, 0.16, 0.12], [0.05, -0.10, -0.02], [-0.10, 0.02, -0.05], [0.09, -0.02, -0.03], [-0.01, 0.02, -0.01], [0.01, -0.01, 0.02], [0.03, 0.00, -0.03], [-0.05, 0.07, -0.07], [-0.02, -0.02, -0.11], [-0.01, 0.02, 0.00], [-0.01, 0.00, -0.02], [-0.03, 0.08, 0.07], [0.10, -0.16, -0.05], [0.09, -0.02, 0.13], [-0.06, 0.15, 0.11], [0.06, -0.09, -0.02], [-0.04, -0.01, -0.04], [-0.01, -0.02, -0.01], [0.15, 0.04, 0.01], [0.00, 0.00, 0.01], [0.00, -0.01, -0.01], [-0.06, 0.07, -0.06], [-0.01, -0.02, -0.11], [-0.01, 0.01, 0.00]],
  "mulliken_charge": [-1.374, -0.180, -1.282, -0.618, -1.922, 1.537, -1.514, -0.426, -0.568, 1.420, 0.034, -1.242, 0.069, -0.598, -0.993, -0.469, -0.882, 0.963, -2.020, -4.851, 2.359, 1.023, -0.600, -0.680, -0.296, -1.098, 0.387, -0.489, -1.128, -0.571, -0.888, -0.490, -0.628, 1.848, -0.830, -0.856, 0.324, 0.397, 0.280, 0.516, 0.211, 0.544, 0.331, 0.444, 0.375, 0.468, 1.125, 0.399, 0.629, 0.031, 0.458, 0.203, 0.488, 0.442, 0.890, 0.013, 0.455, 0.403, 0.508, 0.538, 0.383, 0.640, 0.297, 1.340, 0.160, 0.268, 0.299, 0.337, 0.499, 0.253, 0.193, 0.589, 0.471, 0.811, 0.396, 0.449, -0.576, -0.488, -0.372, 0.232, -0.314, -0.541, 1.010, -0.606, -0.605, 0.528, 0.376, 0.468, 0.457, 0.404, -0.579, -0.357, -0.412, 0.092, -0.238, -0.385, 1.026, -0.617, -0.610, 0.394, 0.370, 0.453, 0.491, 0.377, -0.347, -0.393, -0.368, 0.122, -0.434, -0.554, 1.114, -0.604, -0.628, 0.411, 0.369, 0.458, 0.480, 0.379, -0.429, -0.429, -0.370, 0.165, -0.292, -0.483, 1.039, -0.606, -0.583, 0.377, 0.370, 0.445, 0.434, 0.372]
}